Version A
A gas-phase ion, C5H12N (charge +1). Source: the Open Molecules 2025 dataset; level of theory: ωB97M-V/def2-TZVPD.

The geometry in XYZ format:
```
18
Properties=species:S:1:pos:R:3
C 0.5774 -2.2384 -0.8633
C -0.7287 -1.4436 -0.7768
C -0.5283 0.0268 -1.2667
C 0.0605 0.9879 -0.1821
C -0.2688 1.0274 1.1154
N 0.2742 2.1947 1.8815
H 1.3375 -1.5270 -0.3501
H 0.4871 -3.1542 -0.3637
H 0.8321 -2.1869 -1.9250
H -1.5333 -1.8386 -1.3749
H -0.9939 -1.4479 0.3044
H 0.2859 0.1094 -2.0109
H -1.3733 0.2742 -1.8375
H 0.7543 1.8524 -0.4590
H -0.2852 0.0857 1.6857
H 0.9431 1.7864 2.4939
H 0.4800 3.0245 1.2985
H -0.3205 2.4672 2.6307
```

SMILES: CCC/C=C/[NH3+]
Orbital gap in eV: 10.754
Net charge: +1
Spin multiplicity: 1

natural (NBO) charges, unit e, in atom order: C -0.5861; C -0.3814; C -0.4532; C -0.0625; C -0.1425; N -0.6876; H 0.1788; H 0.2277; H 0.2180; H 0.2233; H 0.1849; H 0.2237; H 0.2622; H 0.2009; H 0.2486; H 0.4430; H 0.4617; H 0.4404

Version B
2 unconnected molecules or ions with the total composition C5H12N. Source: the Open Molecules 2025 dataset; level of theory: ωB97M-V/def2-TZVPD.

The geometry in XYZ format:
```
18
Properties=species:S:1:pos:R:3
C -1.6964 -1.1112 -0.2377
C -2.6278 -1.9372 0.1788
N -0.3346 -1.1397 0.3267
H -1.8367 -0.3347 -0.9742
H -3.6129 -1.9117 -0.2659
H -2.4458 -2.6467 0.9762
H -0.3196 -1.4838 1.2884
H 0.3022 -1.7213 -0.2234
H 0.0577 -0.1806 0.3191
C 2.3411 0.7377 -0.1877
C 1.2398 1.6862 -0.5419
C 0.1707 2.0055 0.1802
H 3.3101 1.2173 -0.3571
H 2.3261 0.4661 0.8673
H 2.3401 -0.1519 -0.8178
H 1.3098 2.1202 -1.5328
H -0.5249 2.7431 -0.1924
H 0.0013 1.6426 1.1941
```

Orbital gap in eV: 10.556
Net charge: +1
Spin multiplicity: 1

natural (NBO) charges, unit e, in atom order: C -0.0844; C -0.3148; N -0.7174; H 0.2431; H 0.2540; H 0.2185; H 0.4443; H 0.4456; H 0.4755; C -0.6839; C -0.1504; C -0.4600; H 0.2647; H 0.2112; H 0.2149; H 0.2196; H 0.2333; H 0.1863

Which is most stable? The ranking, best first, is version B, version A.

Version A
2 unconnected molecules or ions with the total composition C5H12N. Source: the Open Molecules 2025 dataset; level of theory: ωB97M-V/def2-TZVPD.

The geometry in XYZ format:
```
18
Properties=species:S:1:pos:R:3
C -1.7657 0.0742 1.4841
C -2.4338 0.0137 0.1412
C -1.5059 -0.4072 -1.0474
C -0.2682 0.5239 -1.1260
C 0.7338 0.2012 -0.4409
N 4.3786 -0.3195 0.3259
H -0.6661 0.1210 1.3671
H -2.0406 0.9239 2.0794
H -1.9995 -0.7779 2.1159
H -3.1881 -0.7642 0.0701
H -2.8364 0.9479 -0.2211
H -1.1070 -1.3744 -0.7390
H -2.0829 -0.4992 -1.9602
H -0.2860 1.3333 -1.8626
H 1.7683 0.5357 -0.3694
H 3.4868 0.0310 0.0380
H 5.0863 0.3611 0.5510
H 4.7266 -0.9244 -0.4060
```

Orbital gap in eV: 4.816
Net charge: +1
Spin multiplicity: 1

natural (NBO) charges, unit e, in atom order: C -0.6095; C -0.3879; C -0.3700; C -0.3078; C 0.3432; N -1.0485; H 0.1918; H 0.2531; H 0.2464; H 0.2579; H 0.2197; H 0.2288; H 0.2716; H 0.3727; H 0.2697; H 0.3104; H 0.3858; H 0.3728

Version B
A gas-phase ion, C5H12N (charge +1). Source: the Open Molecules 2025 dataset; level of theory: ωB97M-V/def2-TZVPD.

The geometry in XYZ format:
```
18
Properties=species:S:1:pos:R:3
C 1.4975 1.9443 0.5152
C 0.9033 1.5049 -0.8154
C 0.7376 -0.0188 -0.8857
C -0.6282 -0.4500 -0.2742
C -1.1279 -1.7031 -0.2766
N -1.9452 -2.0873 0.9952
H 0.8868 1.6890 1.4591
H 1.7753 2.9809 0.4371
H 2.5533 1.4225 0.6412
H 1.6979 1.7847 -1.5574
H 0.0638 2.0769 -1.1503
H 1.5785 -0.4396 -0.1578
H 0.7773 -0.4296 -1.9095
H -1.2330 0.4581 0.0268
H -1.2131 -2.4044 -1.0496
H -2.5612 -2.9654 0.9721
H -2.4760 -1.2589 1.2720
H -1.2867 -2.1043 1.7577
```

SMILES: CCC/C=C/[NH3+]
Orbital gap in eV: 9.738
Net charge: +1
Spin multiplicity: 1

natural (NBO) charges, unit e, in atom order: C -0.6128; C -0.4272; C -0.4432; C -0.1275; C -0.0931; N -0.7147; H 0.2009; H 0.2359; H 0.2112; H 0.2301; H 0.2146; H 0.2491; H 0.2476; H 0.2376; H 0.2430; H 0.4642; H 0.4400; H 0.4442

Which is most stable? The ranking, best first, is version B, version A.

Version A
A gas-phase ion, C5H12N (charge +1). Source: the Open Molecules 2025 dataset; level of theory: ωB97M-V/def2-TZVPD.

The geometry in XYZ format:
```
18
Properties=species:S:1:pos:R:3
C 0.9399 -0.7696 1.3551
C 0.0514 0.4631 1.5241
C -0.6638 0.8697 0.2211
C -1.1914 -0.0144 -0.6396
C -1.6171 0.2872 -2.0605
N 1.8066 -0.5428 0.1317
H 1.5834 -0.8555 2.2271
H 0.3728 -1.6917 1.2594
H -0.7805 0.2696 2.2033
H 0.6798 1.3154 1.7823
H -0.9016 1.9304 0.2095
H -1.3443 -1.0377 -0.3160
H -1.8436 -0.5565 -2.7188
H -2.4169 1.0214 -2.1427
H -0.7336 0.6460 -2.5880
H 1.9855 -1.2978 -0.5333
H 1.3294 0.2371 -0.3508
H 2.7439 -0.2741 0.4362
```

SMILES: C/C=C/CC[NH3+]
Orbital gap in eV: 9.839
Net charge: +1
Spin multiplicity: 1

natural (NBO) charges, unit e, in atom order: C -0.2224; C -0.4691; C -0.2626; C -0.1527; C -0.6701; N -0.6977; H 0.2379; H 0.2368; H 0.2711; H 0.2274; H 0.2351; H 0.2012; H 0.2399; H 0.2479; H 0.2239; H 0.4496; H 0.4627; H 0.4411

Version B
2 unconnected molecules or ions with the total composition C5H12N. Source: the Open Molecules 2025 dataset; level of theory: ωB97M-V/def2-TZVPD.

The geometry in XYZ format:
```
18
Properties=species:S:1:pos:R:3
C 1.0754 -0.0049 -0.5326
C 0.0432 -0.7767 -0.7127
C 0.3006 -2.2038 -1.1285
C -1.3956 -0.4212 -0.5365
C 0.7402 2.1521 -0.0398
N 0.4303 2.2035 1.3978
H 2.1306 -0.0972 -0.6462
H -0.3413 -2.8742 -0.5633
H 0.0603 -2.3022 -2.1865
H 1.3384 -2.4904 -0.9857
H -1.9698 -0.8004 -1.3787
H -1.5505 0.6513 -0.4677
H -1.7854 -0.9030 0.3602
H 1.6950 2.5872 -0.2842
H -0.0710 2.4751 -0.6702
H -0.4717 1.7420 1.5743
H 0.3804 3.1768 1.7418
H 1.1593 1.7079 1.9298
```

Orbital gap in eV: 10.073
Net charge: +1
Spin multiplicity: 1

natural (NBO) charges, unit e, in atom order: C -0.0877; C -0.0365; C -0.6275; C -0.6391; C -0.3196; N -0.6895; H 0.2183; H 0.2334; H 0.2415; H 0.2317; H 0.2500; H 0.2005; H 0.2372; H 0.2265; H 0.2252; H 0.4473; H 0.4381; H 0.4502

Which is most stable? The ranking, best first, is version A, version B.

Version A
A molecular structure, C14H26Br6O6S3. Source: the Open Molecules 2025 dataset; level of theory: ωB97M-V/def2-TZVPD.

The geometry in XYZ format:
```
55
Properties=species:S:1:pos:R:3
C -5.0964 -6.4753 -9.5950
Br -6.6722 -7.4792 -8.8814
Br -4.0332 -5.8653 -8.0761
Br -5.6259 -4.7893 -10.5707
H -4.4999 -7.1262 -10.2342
C -1.8649 -2.7696 -0.8348
Br -2.3010 -0.9304 -0.1331
Br -3.4059 -3.8856 -0.2893
Br -0.1267 -3.4028 -0.1356
H -1.7387 -2.7473 -1.9173
C 7.5767 -3.4082 4.5767
C 8.0762 -2.1617 5.3760
C 9.4098 -2.5354 5.9344
S 9.7369 -4.2831 5.8817
O 8.9988 -4.9536 6.9934
O 11.1143 -4.5531 5.6374
C 8.5978 -4.5070 4.4202
H 7.1650 -3.1100 3.6125
H 6.7527 -3.9036 5.0902
H 7.3953 -1.8791 6.1788
H 7.9825 -1.2534 4.7807
H 9.7206 -2.0588 6.8641
H 10.0315 -1.9684 5.2415
H 8.2166 -5.5255 4.3469
H 9.1221 -4.0348 3.5895
C 4.7606 4.6624 -2.3775
C 4.0139 4.3368 -1.0083
C 4.3161 2.8835 -0.6077
S 4.4499 1.8758 -2.1057
O 3.0891 1.6468 -2.6311
O 5.3702 0.8349 -1.9369
C 5.3173 3.3532 -3.0409
H 5.5638 5.3774 -2.1990
H 3.9874 5.0223 -3.0563
H 2.9967 4.6938 -1.1696
H 4.3481 4.9340 -0.1598
H 3.5360 2.3297 -0.0852
H 5.2933 2.7976 -0.1326
H 5.2132 3.2314 -4.1191
H 6.3479 3.2082 -2.7170
C -12.1508 3.0476 -0.3696
C -11.0564 2.2289 -1.0818
C -9.9364 1.9139 -0.0924
S -9.8275 3.4174 0.9841
O -8.6320 4.2189 0.6181
O -10.2155 3.0061 2.3396
C -11.4136 4.2813 0.2685
H -12.6600 2.5189 0.4362
H -12.9729 3.3049 -1.0375
H -10.6103 2.6578 -1.9790
H -11.5418 1.2842 -1.3266
H -8.9200 1.7758 -0.4609
H -10.2156 1.0557 0.5189
H -11.0930 5.0048 -0.4811
H -11.8899 4.7025 1.1538
```

Orbital gap in eV: 9.622
Spin multiplicity: 1

natural (NBO) charges, unit e, in atom order: C -0.4378; Br 0.0705; Br 0.0843; Br 0.0580; H 0.2250; C -0.4400; Br 0.0565; Br 0.0796; Br 0.0806; H 0.2233; C -0.4128; C -0.4072; C -0.7123; S 2.1379; O -0.9376; O -0.9082; C -0.6346; H 0.2178; H 0.2185; H 0.2208; H 0.2198; H 0.2628; H 0.2498; H 0.2606; H 0.2246; C -0.4167; C -0.4135; C -0.6618; S 2.1283; O -0.9335; O -0.9336; C -0.6106; H 0.2204; H 0.2196; H 0.2302; H 0.2190; H 0.2549; H 0.2351; H 0.2426; H 0.2197; C -0.4195; C -0.4191; C -0.6283; S 2.0428; O -0.9148; O -0.9286; C -0.5890; H 0.2203; H 0.2276; H 0.2217; H 0.2242; H 0.2500; H 0.2417; H 0.2286; H 0.2426

Version B
A molecular structure, C14H26Br6O6S3. Source: the Open Molecules 2025 dataset; level of theory: ωB97M-V/def2-TZVPD.

The geometry in XYZ format:
```
55
Properties=species:S:1:pos:R:3
C -4.0354 0.3968 0.5526
Br -2.6627 1.7033 0.1935
Br -5.7667 1.1064 0.2310
Br -3.8448 -0.2139 2.3722
H -3.8464 -0.4467 -0.0974
C -0.0038 -1.3421 -0.0443
Br 0.5704 -1.9111 1.6953
Br -1.6632 -2.1424 -0.5031
Br 1.3205 -1.7220 -1.3763
H -0.1148 -0.2679 0.0229
C 6.5597 -1.7705 2.0072
C 5.3082 -0.9061 1.8355
C 4.2103 -1.7794 1.2491
S 4.6051 -3.4712 1.6915
O 4.9453 -4.1705 0.4821
O 3.6294 -4.0323 2.5784
C 6.1236 -3.1064 2.5827
H 7.2820 -1.2850 2.6658
H 7.0941 -1.9868 1.0799
H 5.5834 -0.0578 1.2090
H 4.9910 -0.4891 2.7937
H 4.2751 -1.7134 0.1628
H 3.1937 -1.5341 1.5405
H 6.7701 -3.9561 2.3767
H 5.8437 -3.0777 3.6357
C -5.8030 -0.6816 -5.1099
C -4.5810 -1.4371 -5.7430
C -3.2758 -0.8655 -5.1898
S -3.6642 -0.0477 -3.6647
O -2.8434 1.1308 -3.5349
O -3.6938 -1.0001 -2.5896
C -5.3343 0.3842 -4.1359
H -6.4611 -1.4072 -4.6402
H -6.3555 -0.1884 -5.9083
H -4.5826 -1.2957 -6.8204
H -4.6651 -2.4931 -5.5028
H -2.8217 -0.1480 -5.8676
H -2.5426 -1.6317 -4.9395
H -5.2381 1.3659 -4.5973
H -5.9528 0.4490 -3.2436
C -0.6601 3.6304 2.9263
C 0.7154 4.2458 3.2010
C 1.6945 3.5476 2.2770
S 1.1306 1.8447 2.1503
O 1.9455 0.9597 2.9366
O 0.9280 1.5574 0.7487
C -0.4330 2.1290 2.9656
H -1.0667 3.9995 1.9839
H -1.3777 3.8682 3.7120
H 0.9592 4.0933 4.2571
H 0.7334 5.3275 3.0635
H 2.7495 3.5949 2.5311
H 1.5731 3.9171 1.2567
H -0.2308 1.8283 3.9957
H -1.2137 1.4992 2.5449
```

Orbital gap in eV: 9.792
Spin multiplicity: 1

natural (NBO) charges, unit e, in atom order: C -0.5045; Br 0.0851; Br 0.0943; Br 0.0758; H 0.2523; C -0.5133; Br 0.0928; Br 0.1005; Br 0.0796; H 0.2537; C -0.4120; C -0.4030; C -0.6969; S 2.1780; O -0.9553; O -0.9436; C -0.6655; H 0.2212; H 0.2167; H 0.2219; H 0.2166; H 0.2499; H 0.2715; H 0.2507; H 0.2367; C -0.4098; C -0.4055; C -0.6894; S 2.1895; O -0.9385; O -0.9633; C -0.6799; H 0.2233; H 0.2199; H 0.2206; H 0.2235; H 0.2471; H 0.2611; H 0.2434; H 0.2598; C -0.4064; C -0.4071; C -0.6730; S 2.1760; O -0.9429; O -0.9671; C -0.6841; H 0.2183; H 0.2287; H 0.2115; H 0.2273; H 0.2544; H 0.2447; H 0.2424; H 0.2724

Which is most stable? The ranking, best first, is version B, version A.